Entry from OMol25: C29H57FN5O3Si4SnTe as an isolated structure (wB97M-V/def2-TZVPD).

Values from the calculation:
- LUMO level: -7.765 eV
- Orbital gap: 0.2382 hartree
- Highest occupied orbital energy: -14.246 eV
- Relative energy (zero: lowest compared OMol25 entry of this formula, charge and spin): 0.6401 eV
- E_tot: -91926.4596 eV

ORCA input file:
```
! RIJCOSX wB97M-V def2-TZVPD def2/J DEFGRID3
* xyz 3 1
Sn 0.87828 1.47727 -2.66656
N 2.71356 3.12554 -2.02776
C 2.90749 4.33030 -2.86834
C 2.15142 5.53024 -2.31074
C 0.67261 5.63740 -2.66962
C -0.27685 4.65750 -1.98254
N -0.49069 3.40485 -2.76272
H 2.72345 3.38618 -1.04621
H 3.50482 2.50090 -2.15592
H 2.56621 4.09583 -3.88103
H 3.96788 4.57490 -2.94285
H 2.64815 6.43369 -2.66661
H 2.26428 5.54951 -1.22055
H 0.54498 5.56738 -3.75527
H 0.34212 6.64509 -2.41372
H -1.24957 5.13546 -1.85626
H 0.08638 4.37731 -0.99204
H -0.63839 3.65479 -3.73981
H -1.39137 3.01479 -2.48226
C -3.67431 0.12415 3.70882
C -3.43006 1.49979 3.11559
N -2.26010 1.51638 2.21246
C -2.46688 1.31181 0.90800
C -1.47707 1.29400 -0.04070
C -1.86475 1.09077 -1.48153
O -2.90363 1.55665 -1.90930
O -0.97020 0.44942 -2.17277
C -0.14144 1.57255 0.34167
O 0.82722 1.74687 -0.47439
C 0.09193 1.73828 1.75929
C 1.38970 1.94988 2.24621
C 1.61349 2.13607 3.57341
F 2.87633 2.36834 3.97123
C 0.56980 2.12104 4.53278
C -0.70785 1.88104 4.04975
C -0.96690 1.71019 2.68006
N 0.78607 2.31254 5.90406
C 2.13391 2.37425 6.48140
C 2.03145 2.44439 8.00636
N 0.82642 1.66763 8.45010
C -0.44959 2.34906 8.00110
C -0.17172 3.08108 6.68950
H -4.50879 0.16429 4.40768
H -2.79597 -0.24531 4.23967
H -3.92540 -0.59516 2.92949
H -3.27803 2.25804 3.88075
H -4.28017 1.83465 2.52457
H -3.49748 1.18390 0.59971
H 2.22315 1.98835 1.55894
H -1.52255 1.80309 4.75167
H 2.70941 3.24194 6.15157
H 2.68485 1.48040 6.19403
H 1.89497 3.45717 8.37958
H 2.91481 2.02037 8.47786
H 0.82527 1.54859 9.46429
H 0.86773 0.73217 8.04253
H -0.75462 3.03225 8.79144
H -1.20056 1.56947 7.89337
H 0.21548 4.08694 6.88368
H -1.10740 3.21546 6.15728
C -3.08084 -4.98611 -1.94122
Si -2.50382 -3.21681 -1.85559
C -3.66304 -2.01563 -2.69284
C -2.05718 -2.66886 -0.12915
Si -0.52274 -3.08093 -3.17332
Te 1.30196 -1.90763 -2.08144
Si 2.62470 -4.11844 -1.78035
C 2.96569 -4.16068 0.04183
C 1.42886 -5.45636 -2.31368
C 4.15437 -4.04575 -2.81982
Si -0.22798 -3.70425 -5.46150
C -0.98047 -5.39468 -5.66859
C 1.59532 -3.65035 -5.83008
C -1.19775 -2.36401 -6.32619
H -4.07942 -5.05549 -1.50175
H -2.42877 -5.65764 -1.38057
H -3.15310 -5.35298 -2.96564
H -4.60100 -1.97143 -2.13277
H -3.90772 -2.32399 -3.71056
H -3.24731 -1.00674 -2.73517
H -2.97810 -2.49345 0.43448
H -1.47611 -1.74444 -0.14440
H -1.48064 -3.42796 0.40178
H 2.06154 -4.37353 0.61304
H 3.37893 -3.21483 0.39463
H 3.69908 -4.94378 0.25101
H 0.49872 -5.41777 -1.73671
H 1.85163 -6.45183 -2.15031
H 1.20821 -5.38881 -3.38226
H 4.68749 -3.10448 -2.68199
H 3.93352 -4.15813 -3.88099
H 4.82793 -4.85494 -2.52470
H -0.39556 -6.17339 -5.17750
H -1.01419 -5.63659 -6.73432
H -2.00452 -5.44214 -5.29573
H 2.10409 -4.54562 -5.46980
H 2.07980 -2.77265 -5.39960
H 1.73768 -3.61213 -6.91313
H -2.26247 -2.41221 -6.09291
H -1.09062 -2.50239 -7.40533
H -0.83745 -1.36190 -6.08725
*
```


Entry from OMol25: a 2-piece molecular cluster, C13H25ClIN2O4P overall at a distorted geometry (wB97M-V/def2-TZVPD).

Values from the calculation:
- LUMO level: -2.800 eV
- Orbital gap: 0.1876 hartree
- Highest occupied orbital energy: -7.905 eV
- E_tot: -54956.6040 eV

ORCA input file:
```
! RIJCOSX wB97M-V def2-TZVPD def2/J DEFGRID3
* xyz 0 1
C 4.82820 2.20908 2.46987
C 4.06571 1.73343 1.68093
C 3.16004 1.21714 0.66756
C 3.62204 1.69613 -0.73435
C 2.45201 2.00759 -1.65261
C 1.34263 0.99527 -1.43383
C 0.71174 1.05083 -0.02392
C 0.36094 -0.36883 0.40742
C -0.48486 -1.12972 -0.60522
C -0.79483 -2.53955 -0.08597
C -1.74455 -2.55062 1.09958
N -1.01580 -2.56660 2.40298
P -0.72253 2.28375 0.10080
C -2.23053 1.41795 0.63303
C -1.09165 2.88399 -1.58620
N 1.75219 1.68906 0.91640
I 1.17960 1.51644 2.95058
H 5.50753 2.66587 3.14863
H 3.13828 0.13143 0.72018
H 4.22184 0.89316 -1.15926
H 4.28192 2.55062 -0.61458
H 2.09635 3.03271 -1.52102
H 2.77607 1.93872 -2.68966
H 1.78006 0.00011 -1.55000
H 0.56817 1.06149 -2.18862
H -0.17105 -0.37322 1.35379
H 1.27875 -0.94490 0.56661
H -1.44296 -0.63817 -0.76039
H 0.01629 -1.22580 -1.56766
H 0.14380 -3.02307 0.19441
H -1.22013 -3.10633 -0.90935
H -2.46585 -1.73605 1.04711
H -2.33198 -3.46228 1.03036
H -1.25269 -1.74159 2.94118
H -1.34204 -3.35117 2.95136
H -2.02344 0.71277 1.43272
H -2.75745 0.90864 -0.17032
H -2.89350 2.18231 1.03607
H -0.18456 2.96734 -2.17483
H -1.52618 3.87545 -1.48660
H -1.80671 2.24913 -2.11008
H 1.69084 2.70100 0.76159
O -4.59772 -5.01958 -0.15857
Cl -4.30412 -3.96838 -1.10032
O -2.94823 -4.13417 -1.59344
O -4.40069 -2.68275 -0.42925
O -5.22090 -4.00864 -2.20710
*
```


Entry from OMol25: a 12-piece molecular cluster, C31H48Cl10O21 overall at a distorted geometry (wB97M-V/def2-TZVPD).

Values from the calculation:
- LUMO level: -0.411 eV
- SMILES string: O=C1OCCO1.O=C1OCCO1.O=C1OCCO1.O=C1OCCO1.O=C1OCCO1.O=C1OCCO1.O=C1OCCO1.ClCCCl.ClCCCl.ClCCCl.ClCCCl.ClCCCl
- Orbital gap: 0.3422 hartree
- Highest occupied orbital energy: -9.722 eV
- E_tot: -201145.1109 eV

ORCA input file:
```
! RIJCOSX wB97M-V def2-TZVPD def2/J DEFGRID3
* xyz 0 1
O 0.71028 -38.98359 13.75471
C 0.65814 -38.91164 12.50764
O 0.19561 -37.82804 11.83726
C 0.43991 -37.96944 10.45811
C 0.83050 -39.40903 10.31970
O 0.99070 -39.93453 11.60876
H -0.47596 -37.61534 9.98493
H 1.26589 -37.31720 10.17448
H 1.70206 -39.64048 9.70739
H 0.03911 -39.94558 9.79634
O 6.76010 -39.61738 15.81037
C 5.88893 -39.38081 14.99538
O 5.48343 -40.13623 13.88494
C 4.23528 -39.65202 13.46127
C 3.98964 -38.40776 14.20064
O 5.02826 -38.37183 15.09903
H 4.20547 -39.27057 12.44064
H 3.49467 -40.43378 13.62996
H 3.00495 -38.40371 14.66802
H 4.05159 -37.46937 13.64957
O 3.87582 -39.79508 10.34040
C 4.33507 -38.87563 9.62021
O 5.58466 -38.40459 9.66951
C 5.65184 -37.18113 8.89989
C 4.27117 -36.91825 8.42646
O 3.62002 -38.06824 8.82695
H 6.11286 -36.37235 9.46685
H 6.20501 -37.40200 7.98702
H 4.07537 -36.80653 7.36003
H 3.71537 -36.09145 8.86870
O -2.50409 -38.94308 10.17324
C -3.27591 -39.88766 10.38473
O -2.98048 -41.11417 10.59831
C -4.19971 -41.89812 10.44120
C -5.25895 -40.90796 10.87277
O -4.58858 -39.76319 10.41690
H -4.43937 -42.01600 9.38443
H -4.39696 -42.85764 10.91924
H -5.58897 -40.89079 11.91146
H -6.24432 -41.08313 10.44094
O 1.19722 -36.00121 8.11169
C 0.94111 -34.78734 7.96849
O 0.51755 -34.13879 8.99698
C 0.14879 -32.81963 8.66782
C 0.53618 -32.63882 7.22336
O 1.05153 -33.94052 6.90127
H -0.92846 -32.73429 8.81052
H 0.77080 -32.11955 9.22559
H 1.21150 -31.78832 7.13024
H -0.46366 -32.49299 6.81449
O 3.97217 -44.78706 14.40223
C 3.42046 -44.30923 13.40275
O 3.07811 -43.05138 13.30813
C 2.57489 -42.79670 12.02633
C 2.19633 -44.15003 11.55475
O 3.05386 -45.04058 12.34746
H 1.77580 -42.05800 12.08859
H 3.37644 -42.36563 11.42651
H 2.54470 -44.25626 10.52739
H 1.13996 -44.36339 11.71802
O -5.48599 -33.28309 12.23422
C -4.85309 -34.08365 11.55611
O -5.43892 -34.96536 10.74775
C -4.61284 -35.83185 9.97448
C -3.23963 -35.24222 10.41249
O -3.50907 -34.28310 11.46829
H -4.73199 -36.85610 10.32773
H -4.94016 -35.73217 8.93957
H -2.88147 -34.51524 9.68355
H -2.42163 -35.95057 10.54371
Cl -4.72383 -38.64102 14.06588
C -3.40387 -37.95600 13.10527
C -2.55769 -36.87553 13.82490
Cl -1.89440 -37.56200 15.39431
H -3.82453 -37.66894 12.14156
H -2.70820 -38.70341 12.72379
H -3.11321 -35.98675 14.12418
H -1.75998 -36.49563 13.18659
Cl 2.02989 -42.43967 8.21820
C 2.40026 -41.87651 6.53306
C 2.74187 -40.43572 6.48691
Cl 3.05657 -39.68769 4.98814
H 1.44809 -42.06959 6.03888
H 3.21518 -42.46967 6.11814
H 3.56139 -40.32877 7.19759
H 1.98127 -39.82162 6.96903
Cl -1.94195 -35.91844 5.88875
C -1.96231 -37.39655 7.00493
C -1.16946 -38.47725 6.22299
Cl -1.16021 -40.13745 6.93383
H -2.99974 -37.72813 7.04847
H -1.56432 -37.13604 7.98566
H -0.13537 -38.13311 6.20504
H -1.54050 -38.61933 5.20798
Cl -2.69038 -40.68976 16.41375
C -2.51229 -42.00527 15.14220
C -1.43465 -41.68257 14.11506
Cl -1.37779 -42.93644 12.86572
H -3.41800 -42.14645 14.55241
H -2.25509 -42.93572 15.64837
H -0.53761 -41.68134 14.73427
H -1.67080 -40.70326 13.69878
Cl 3.01070 -34.91958 15.00935
C 2.67972 -33.96571 13.56355
C 2.16171 -34.82341 12.38375
Cl 3.64294 -35.84363 11.92203
H 3.62395 -33.44879 13.39231
H 1.98326 -33.15719 13.78573
H 1.89745 -34.30719 11.46082
H 1.35472 -35.51963 12.61207
*
```